[1]
Computed, not measured: a molecular structure, C40H40BN11O2STi in a non-equilibrium geometry, with ωB97M-V with the def2-TZVPD basis set.

```
96
Properties=species:S:1:pos:R:3
Ti -0.21446 -0.23330 0.20992
C -3.18090 3.60950 -2.06417
C -2.98984 2.29294 -1.38787
C -3.95265 1.39861 -1.01194
C -3.28314 0.33474 -0.37896
N -1.94887 0.58834 -0.38619
N -1.79323 1.79411 -1.01667
B -0.41792 2.42805 -1.32970
N 0.36009 1.49134 -2.25781
N 0.25623 0.15234 -2.08046
C 0.83513 -0.39788 -3.15930
C 1.36569 0.60458 -3.98590
C 1.02599 1.79481 -3.38620
C 1.27215 3.18359 -3.87444
C 0.76615 -1.80047 -3.61923
C 1.92736 -2.49669 -3.94357
C 1.85383 -3.76014 -4.50445
C 0.62052 -4.33798 -4.77328
C -0.54121 -3.64267 -4.47589
C -0.46858 -2.38020 -3.90682
N 0.36392 2.59977 -0.01106
N 0.10954 1.72823 0.99304
C 0.57053 2.30117 2.11661
C 1.19587 3.51437 1.80346
C 1.01281 3.68525 0.44923
C 1.41456 4.83718 -0.40725
C 0.18188 1.96061 3.49772
C -1.17184 2.04046 3.83289
C -1.57270 1.97019 5.15606
C -0.63056 1.79692 6.16080
C 0.71275 1.69831 5.83270
C 1.12066 1.79595 4.50934
C -3.97074 -0.83749 0.17530
C -3.33806 -1.80490 0.96015
C -4.01830 -2.90723 1.44623
C -5.36859 -3.07183 1.17789
C -6.02369 -2.10666 0.42685
C -5.33819 -1.01301 -0.06998
H -4.24558 3.78264 -2.20471
H -2.69136 3.63399 -3.03838
H -2.77122 4.42027 -1.46080
H -5.01178 1.50690 -1.16975
H -0.56596 3.48722 -1.85444
H 1.88217 0.46889 -4.92142
H 1.80258 3.13890 -4.82303
H 1.87215 3.75785 -3.16871
H 0.33191 3.71572 -4.02644
H 2.88539 -2.04706 -3.72030
H 2.76287 -4.30126 -4.73539
H 0.57032 -5.32533 -5.21409
H -1.50763 -4.07897 -4.69611
H -1.37476 -1.82134 -3.70472
H 1.65282 4.20387 2.49352
H 1.85105 5.61672 0.21300
H 0.55713 5.24823 -0.94107
H 2.15350 4.53149 -1.14874
H -1.90027 2.18718 3.04382
H -2.62158 2.06059 5.41136
H -0.94191 1.74300 7.19638
H 1.45110 1.56569 6.61374
H 2.17235 1.73348 4.25771
H -2.30122 -1.67298 1.19432
H -3.49088 -3.64218 2.04287
H -5.90065 -3.93858 1.54672
H -7.08368 -2.20700 0.23014
H -5.87544 -0.28832 -0.66764
N 7.07043 -4.89969 2.33042
C 5.93165 -4.25482 1.88187
C 4.75539 -4.29686 2.63925
C 3.62679 -3.62510 2.21854
C 3.65824 -2.88909 1.03988
C 4.81115 -2.84903 0.27475
C 5.94565 -3.51952 0.69411
S 2.13007 -2.23600 0.39958
O 2.31878 -2.03971 -1.01977
O 1.15973 -3.24900 0.79694
N 1.68028 -0.80929 1.00596
C 1.04417 -0.99886 2.22512
N 1.68645 -1.40748 3.29873
C 0.95645 -1.64288 4.39684
C -0.41282 -1.46966 4.40704
C -1.00690 -1.00829 3.25026
N -0.29355 -0.76454 2.13545
H 6.94087 -5.61661 3.02176
H 7.78502 -5.09505 1.65143
H 4.72985 -4.88319 3.55060
H 2.71148 -3.67649 2.78621
H 4.80387 -2.30075 -0.65864
H 6.84740 -3.49791 0.09384
H 1.51126 -1.97454 5.26636
H -1.01280 -1.67623 5.28152
H -2.07274 -0.83575 3.19386
N -0.78546 -2.10124 -0.75133
H -1.64718 -2.13529 -1.27854
H -0.73906 -2.89140 -0.11931
H -0.00785 -2.23935 -1.38782
```

Computed properties:
multiplicity = 3
expectation value of S² = 2.016
Kohn-Sham gap (alpha / beta) = 5.923 / 8.431 eV
lowest unoccupied orbital energy (alpha / beta) = 0.589 / 0.586 eV
calculated total energy = -3573.7779 hartree
energy relative to the best compared isomer or geometry (same formula, charge and spin) = 1.505 eV

Löwdin population analysis, charges in e, atoms 1 to 6: 0.8077, -0.0196, -0.2640, 0.0224, -0.1899, -0.0025

***

[2]
Computed, not measured: a molecular structure, C40H40BaF5N4OPTe in a non-equilibrium geometry, with ωB97M-V with the def2-TZVPD basis set.

```
93
Properties=species:S:1:pos:R:3
Ba 0.59428 -1.66267 0.16197
C -2.71429 -3.57782 0.90501
C -1.70953 -4.26321 1.84226
C -1.24037 -3.39729 2.98864
C -1.37330 -3.82082 4.30636
C -0.91061 -3.01112 5.33131
C -0.32788 -1.79447 5.01838
C -0.23982 -1.44333 3.68121
N -0.68671 -2.21648 2.69285
N -2.12755 -2.89922 -0.25717
C -3.04723 -1.89164 -0.78355
C -3.24614 -0.79440 0.23038
C -4.50300 -0.43731 0.69561
C -4.60167 0.54147 1.67327
C -3.44112 1.11950 2.15617
C -2.22818 0.70961 1.61932
N -2.12561 -0.21629 0.67256
C -1.79318 -3.86060 -1.31893
C -1.04413 -3.24758 -2.50080
C -1.24521 -3.71647 -3.79228
C -0.51228 -3.16587 -4.83381
C 0.37595 -2.13408 -4.57084
C 0.50075 -1.70858 -3.26024
N -0.18092 -2.26942 -2.26783
H -3.26098 -2.82984 1.48052
H -3.45897 -4.31396 0.56399
H -0.83653 -4.60811 1.28279
H -2.18062 -5.15486 2.25939
H -1.82899 -4.77868 4.51935
H -1.00032 -3.33062 6.36163
H 0.05888 -1.13240 5.77987
H 0.22502 -0.50391 3.39049
H -4.01275 -2.33452 -1.07560
H -2.60291 -1.45375 -1.67991
H -5.38309 -0.93126 0.30475
H -5.56893 0.83739 2.05840
H -3.46143 1.87834 2.92627
H -1.29549 1.15218 1.95274
H -2.70374 -4.33592 -1.71833
H -1.17822 -4.64960 -0.88206
H -1.95822 -4.51035 -3.97296
H -0.64206 -3.53498 -5.84279
H 0.95709 -1.66506 -5.35236
H 1.16786 -0.89221 -3.00565
C 2.06874 5.11826 -0.82703
C 0.60467 5.01819 -0.50761
C -0.17331 6.16688 -0.63253
C -1.53271 6.17095 -0.35936
C -2.14513 5.00160 0.05318
C -1.38098 3.85056 0.18072
C -0.01245 3.82504 -0.08799
P 0.78374 2.16456 0.10533
C 1.62605 2.03900 -1.52766
C 3.01484 2.10513 -1.64753
C 3.64037 1.95394 -2.87222
C 2.87396 1.74905 -4.01255
C 1.49444 1.68357 -3.90668
C 0.85309 1.81047 -2.67344
C -0.64935 1.70734 -2.60849
C 2.02493 2.36462 1.39916
C 2.00875 3.49109 2.22604
C 2.69182 3.52502 3.42782
C 3.40021 2.38314 3.81731
C 3.44472 1.26774 3.01502
C 2.77997 1.20098 1.75959
C 2.82104 0.03808 0.94192
H 2.40247 6.15192 -0.73793
H 2.26894 4.78503 -1.84746
H 2.67057 4.50391 -0.15719
H 0.30893 7.08521 -0.94749
H -2.10427 7.08440 -0.46660
H -3.20560 4.97778 0.27109
H -1.86784 2.93427 0.48055
H 3.60558 2.28113 -0.75495
H 4.71984 2.00117 -2.93725
H 3.34949 1.64027 -4.97922
H 0.89177 1.52307 -4.79489
H -1.04979 1.32607 -3.54938
H -1.10826 2.67997 -2.41303
H -0.97371 1.04950 -1.79559
H 1.42006 4.35437 1.93287
H 2.66445 4.40678 4.05373
H 3.93743 2.37813 4.75951
H 4.01969 0.40226 3.32752
H 3.54959 -0.70869 1.26543
H 2.93947 0.23427 -0.12088
F 4.10041 -4.50495 -1.67791
Te 2.52448 -4.23371 -0.76871
F 2.63310 -6.01306 -0.26621
F 1.64835 -4.65584 -2.35735
F 2.69463 -2.41291 -1.33642
F 3.56007 -3.73704 0.68403
O 0.95492 -3.91833 0.13033
```

Computed properties:
Kohn-Sham gap = 5.279 eV
lowest unoccupied orbital energy = -0.327 eV
calculated total energy = -2976.8221 hartree
energy relative to the best compared isomer or geometry (same formula, charge and spin) = 3.329 eV

Löwdin population analysis, charges in e, atoms 1 to 6: 1.8316, -0.1621, -0.1043, -0.2733, -0.0143, -0.0538

***

[3]
Computed, not measured: a molecular structure, C40H40DyN5O3PS in a non-equilibrium geometry, with ωB97M-V with the def2-TZVPD basis set.

```
91
Properties=species:S:1:pos:R:3
Dy 0.99224 -0.39187 2.01034
N 0.29742 -0.03219 4.59504
C 1.49069 0.02713 5.42821
C 2.74206 -0.62896 4.82006
N 3.01549 -0.31042 3.41159
H -0.01607 0.91686 4.26904
H -0.47643 -0.45838 5.08829
H 1.31548 -0.49390 6.40278
H 1.68219 1.07520 5.72807
H 2.66851 -1.70689 4.91506
H 3.59591 -0.26213 5.40731
H 3.59217 -1.04016 2.96377
H 3.55357 0.54904 3.32817
O 0.69303 -0.21962 -0.24126
S 2.06337 0.43226 -0.58783
O 2.98994 -0.43894 -1.33827
O 2.59336 0.91259 0.72073
C 1.84376 1.88969 -1.56540
C 2.79532 2.84943 -1.36139
C 2.82452 4.04089 -2.10560
C 1.92069 4.15807 -3.13466
C 0.90709 3.17789 -3.28827
C 0.81009 2.05535 -2.48112
P -0.72244 1.10046 -2.52590
C -0.56351 0.30737 -4.18868
C -0.67541 1.02859 -5.39764
C -0.40154 0.34911 -6.59712
C -0.21823 -1.05054 -6.61132
C -0.13986 -1.73619 -5.39318
C -0.32560 -1.08803 -4.19762
C -1.91469 2.44111 -2.68833
C -1.88582 3.44047 -1.71047
C -2.87143 4.40345 -1.73462
C -3.85680 4.36857 -2.69628
C -3.93399 3.29322 -3.62254
C -2.94454 2.29823 -3.60604
H 3.52621 2.66814 -0.57369
H 3.54582 4.86075 -1.83070
H 1.94380 4.94504 -3.85264
H 0.15400 3.39418 -4.03017
H -0.82891 2.13817 -5.31037
H -0.52634 0.93862 -7.53281
H -0.18812 -1.63614 -7.52972
H 0.16562 -2.78844 -5.37120
H -0.31744 -1.59825 -3.23874
H -1.05490 3.49562 -0.99377
H -2.97872 5.14773 -0.91591
H -4.60520 5.20233 -2.77399
H -4.76815 3.23006 -4.34105
H -2.98849 1.47987 -4.34510
C -4.24151 -2.97043 0.88935
C -4.68146 -1.70690 1.26106
C -3.81726 -0.75759 1.78392
C -2.42401 -1.00084 1.81535
C -1.96446 -2.29931 1.47128
C -2.85850 -3.22322 0.94133
N -1.55044 0.06157 2.09543
N -2.10447 1.20716 1.83786
C -1.22218 2.28762 1.85424
C -1.86491 3.59149 1.89820
C -1.10981 4.73111 2.21430
C 0.26174 4.51588 2.43637
C 0.82005 3.27596 2.11314
C 0.14343 2.08669 1.94980
H -4.95502 -3.71227 0.49108
H -5.71246 -1.42001 1.04828
H -4.14070 0.23307 2.17474
H -0.90213 -2.58617 1.57005
H -2.47678 -4.17994 0.57360
H -2.97694 3.56813 1.81315
H -1.50740 5.73651 2.21473
H 0.87602 5.28412 2.85824
H 1.92206 3.24901 1.92995
C 1.03538 -3.23670 -0.96366
C 1.25280 -4.23318 0.15966
C 0.92547 -5.55640 -0.03080
C 1.24067 -6.50356 0.94976
C 2.02025 -6.08026 2.03014
C 2.29510 -4.73730 2.32277
C 3.14725 -4.33542 3.47032
C 1.69068 -3.72759 1.47135
N 1.46105 -2.50631 1.81175
H 1.91046 -2.53790 -1.09351
H 0.19704 -2.58847 -0.71369
H 0.83146 -3.75455 -1.87615
H 0.36882 -5.82375 -0.93346
H 0.93377 -7.55769 0.80124
H 2.41289 -6.79248 2.70584
H 3.87961 -5.19388 3.73432
H 2.54897 -4.03559 4.36594
H 3.81575 -3.50503 3.17770
```

Computed properties:
multiplicity = 6
total charge = -1
expectation value of S² = 9.340
Kohn-Sham gap (alpha / beta) = 3.961 / 3.979 eV
lowest unoccupied orbital energy (alpha / beta) = 1.663 / 1.670 eV
calculated total energy = -3672.3331 hartree

Löwdin population analysis, charges in e, atoms 1 to 6: 1.4210, -0.0537, -0.2626, -0.2504, -0.0950, 0.0736

***

[4]
Computed, not measured: a molecular structure, C40H40F4N5O2Pt, with ωB97M-V with the def2-TZVPD basis set.

```
92
Properties=species:S:1:pos:R:3
Pt 0.33806 0.53167 -1.03102
C -1.38115 -0.28739 5.63971
C -2.65320 -0.14436 4.79979
C -3.37084 1.16762 5.19698
C -3.57906 -1.33949 5.09600
C -2.36970 -0.06674 3.31910
C -1.03207 0.00275 2.82550
C -0.78344 0.04193 1.47501
N 0.44840 0.07435 0.84417
C 1.72299 -0.17248 1.28467
C 2.11036 -0.70115 2.50042
C 3.49426 -0.84085 2.83109
C 4.43869 -0.49808 1.87585
C 4.12579 -0.00404 0.60583
C 2.72636 0.14702 0.28876
O 2.33261 0.54622 -0.87229
C 5.19602 0.34297 -0.40516
C 5.02873 -0.59672 -1.62126
C 6.60581 0.14549 0.16366
C 5.06200 1.81425 -0.84561
C 3.85635 -1.37388 4.19314
C 3.37050 -2.84244 4.26460
C 5.35956 -1.33759 4.46358
C 3.12894 -0.54950 5.27389
C -1.89054 0.20470 0.55096
O -1.62895 0.48932 -0.68138
C -3.24712 0.08837 1.03030
C -3.41907 -0.03970 2.39941
C -4.41723 0.10383 0.06404
C -5.74516 -0.15723 0.78041
C -4.21959 -0.99787 -0.99529
C -4.49745 1.48804 -0.61249
H -1.65909 -0.39926 6.68620
H -0.74246 0.59676 5.57211
H -0.80691 -1.17615 5.36294
H -3.54229 1.15746 6.27322
H -4.33771 1.26459 4.70353
H -2.76560 2.04253 4.95482
H -3.79850 -1.35626 6.16270
H -3.10070 -2.28377 4.83126
H -4.52926 -1.27194 4.56816
H -0.22384 0.08064 3.53538
H 1.37340 -1.06247 3.20075
H 5.47799 -0.61954 2.13098
H 5.08342 -1.64422 -1.32167
H 5.84442 -0.40287 -2.31764
H 4.08951 -0.42292 -2.14269
H 6.80544 -0.89823 0.41184
H 6.78028 0.76716 1.04324
H 7.32853 0.44314 -0.59399
H 4.10333 2.02040 -1.31575
H 5.84420 2.02982 -1.57268
H 5.19437 2.48818 0.00177
H 3.88884 -3.46225 3.53257
H 2.29513 -2.93373 4.09842
H 3.58899 -3.22890 5.25966
H 5.91912 -1.96797 3.77113
H 5.54586 -1.71892 5.46626
H 5.75560 -0.32107 4.42045
H 2.04349 -0.66199 5.22538
H 3.37535 0.51092 5.19879
H 3.44496 -0.89912 6.25569
H -4.42400 -0.10881 2.78391
H -5.75891 -1.13424 1.26679
H -6.54759 -0.14466 0.04445
H -5.97341 0.61462 1.51671
H -4.08835 -1.97531 -0.52784
H -3.36441 -0.79764 -1.63827
H -5.11186 -1.04747 -1.61893
H -4.70438 2.26872 0.12021
H -5.31778 1.47339 -1.33079
H -3.58194 1.73971 -1.14407
F 0.58431 1.98092 -8.20696
C -0.53864 1.44852 -7.79700
C -1.49654 1.14026 -8.73080
F -1.24396 1.39496 -9.98350
C -2.74927 0.55818 -8.35958
C -2.95850 0.32766 -6.95665
C -1.99716 0.62677 -6.04043
F -2.23359 0.39238 -4.75985
C -0.74513 1.19518 -6.41147
C 0.24590 1.49285 -5.44831
C 0.12483 1.20355 -4.05907
N 0.20961 0.95373 -2.94314
C 1.47478 2.11769 -5.76491
N 2.50499 2.60687 -5.94240
F -4.08845 -0.18388 -6.53931
C -3.71050 0.21663 -9.31948
C -3.51122 0.37773 -10.71200
N -3.39101 0.44754 -11.85696
C -4.97499 -0.33035 -8.98287
N -6.01958 -0.76461 -8.76269
```

Computed properties:
multiplicity = 5
total charge = +3
expectation value of S² = 6.137
Kohn-Sham gap (alpha / beta) = 3.932 / 4.396 eV
lowest unoccupied orbital energy (alpha / beta) = -11.662 / -12.514 eV
calculated total energy = -2490.0869 hartree
energy relative to the best compared isomer or geometry (same formula, charge and spin) = 0.000 eV

Löwdin population analysis, charges in e, atoms 1 to 6: 1.3073, -0.0524, -0.5440, -0.0083, -0.0148, -0.0711

***

Number 1: molecular weight 797.58 Da. Number 2: molecular weight 983.68 Da. Number 3: molecular weight 864.33 Da. Number 4: molecular weight 893.86 Da.